No. 1
One molecule with the formula C8H5NOS, computed with ωB97M-V with the def2-TZVPD basis set.

Cartesian coordinates (Å):
S -0.313 0.748 -1.978
O 1.596 3.272 -2.076
N -1.946 -2.202 0.228
C 1.062 1.364 -1.016
C 1.925 2.500 -1.151
C -1.274 -1.932 1.428
C 0.921 0.734 0.220
C -0.707 -0.526 -0.716
C -0.037 -0.311 0.367
C -0.271 -1.020 1.484
C -1.561 -1.553 -0.804
H 0.288 -0.946 2.425
H -1.435 -2.468 2.285
H 1.295 1.127 1.339
H -2.243 -1.564 -1.708
H 2.700 2.777 -0.329

The value obtained for the orbital gap is 8.257 eV. Its energy relative to the best compared isomer or geometry (same formula, charge and spin) is 105.9 kJ/mol. Its multiplicity is 1. The calculation puts the total energy at -22747.20347 eV.

No. 2
One molecule with the formula C8H6, computed with ωB97M-V with the def2-TZVPD basis set.

Cartesian coordinates (Å):
C -1.195 1.625 0.129
C 0.177 -0.257 0.097
C 0.014 -0.451 -1.213
C -0.888 0.383 -1.964
C -1.740 1.249 -2.458
C 1.160 -1.274 0.808
C -0.344 0.861 0.978
C -1.525 1.605 -1.074
H 0.412 1.470 1.344
H 0.486 -1.178 -1.745
H -0.769 0.610 1.969
H 0.714 -2.062 1.519
H 1.708 -1.790 0.043
H 1.791 -0.791 1.565

The value obtained for the orbital gap is 7.927 eV. Its energy relative to the best compared isomer or geometry (same formula, charge and spin) is 356.5 kJ/mol. Its multiplicity is 1. The calculation puts the total energy at -8385.53937 eV.

No. 3
One molecule with the formula C8H6, computed with ωB97M-V with the def2-TZVPD basis set.

Cartesian coordinates (Å):
C -0.586 -0.177 -0.513
C -1.634 0.507 1.286
C -0.216 0.633 1.616
C 1.561 -0.738 -1.153
C 0.092 -0.578 -1.589
C 1.915 0.013 0.042
C 0.574 0.272 0.561
C -1.862 0.065 0.065
H 2.921 0.134 0.384
H -0.116 -1.186 -2.623
H -2.386 0.748 2.001
H -2.895 0.088 -0.645
H 2.386 -0.717 -2.078
H 0.245 0.937 2.648

The value obtained for the orbital gap is 6.639 eV. Its energy relative to the best compared isomer or geometry (same formula, charge and spin) is 121.0 kJ/mol. Its multiplicity is 1. The calculation puts the total energy at -8387.98095 eV.

No. 4
A 2-piece molecular cluster, C8H6 overall, computed with ωB97M-V with the def2-TZVPD basis set.

Cartesian coordinates (Å):
C -0.359 -0.729 2.432
C 0.925 0.018 0.564
C -1.043 -1.531 1.668
C -0.177 1.249 -1.925
C 0.236 -0.884 -0.191
C 0.619 0.078 1.980
C -0.713 -1.674 0.252
C 0.103 2.220 -2.587
H 1.253 0.768 2.475
H -0.494 0.437 -1.345
H -1.455 -2.353 -0.295
H 1.453 0.691 -0.052
H 0.418 3.083 -3.183
H -1.898 -2.184 2.019

The value obtained for the orbital gap (alpha / beta) is 8.639 / 8.888 eV. Its energy relative to the best compared isomer or geometry (same formula, charge and spin) is 399.6 kJ/mol. Its multiplicity is 1. The calculation puts the total energy at -8385.09338 eV.

No. 5
A 31-piece molecular cluster, C8H66BF14O32S overall, computed with ωB97M-V with the def2-TZVPD basis set.

Cartesian coordinates (Å):
S 1.836 -1.068 0.001
F -5.669 -3.399 -2.309
F -5.044 -0.227 0.185
F -1.922 2.128 -2.192
F -1.519 -1.287 -2.099
F -3.732 -2.239 -0.849
F -5.480 0.649 -1.707
F -6.807 -1.615 -2.381
F -6.343 -2.567 -0.474
F -3.338 1.010 -3.314
F 1.927 0.369 0.716
F -3.597 1.884 -0.484
F -1.419 -0.266 -4.000
F -2.457 0.150 -0.033
F -4.092 -1.530 -2.893
O 9.799 3.847 -0.542
O 0.657 -1.717 3.376
O 5.581 1.852 -4.094
O -3.159 -1.597 -6.389
O 7.166 5.009 0.969
O -4.651 4.121 1.466
O 5.235 -0.272 0.622
O 6.794 -0.987 -1.943
O 6.009 -1.021 4.300
O -0.082 2.416 1.712
O 3.608 0.043 3.153
O -1.837 0.872 -6.716
O 1.240 2.754 4.610
O -2.444 3.726 3.034
O 9.121 1.486 1.069
O 2.008 -1.373 10.265
O -2.207 -4.509 -2.334
O -8.579 0.637 -2.009
O 3.615 -0.966 7.630
O 1.806 -4.655 4.438
O 1.263 -2.109 6.210
O 0.491 -1.579 0.109
O -4.543 -4.216 -5.000
O 2.725 -1.942 0.744
O -1.045 -6.044 3.348
O -7.420 -1.874 2.267
O 4.759 1.237 5.491
O 6.745 1.995 -1.316
O -3.125 5.931 -4.408
O -5.609 1.279 -5.748
O -8.800 -3.646 -3.036
O -5.257 3.695 -3.488
C -4.584 -0.093 -1.071
C -1.318 -0.080 -2.649
C -5.899 -2.254 -1.662
C -4.512 -1.521 -1.642
C -3.232 0.668 -0.953
C 1.136 -0.633 -2.821
C -2.477 0.916 -2.298
C 0.089 0.439 -2.408
B 2.388 -0.825 -1.793
H -7.873 0.778 -1.371
H 1.299 -1.144 3.814
H -1.147 -5.997 2.392
H -0.205 -6.502 3.473
H 9.498 2.373 1.129
H 6.855 -1.329 -2.841
H 5.967 2.729 -4.017
H -2.495 -1.051 -5.952
H -8.838 -3.433 -3.974
H -3.140 -4.340 -2.487
H 7.533 -1.401 -1.484
H 2.964 -0.543 2.742
H -1.797 -3.637 -2.359
H 0.582 -2.283 5.547
H 7.455 2.118 -0.678
H 1.416 2.362 5.472
H -4.108 3.635 0.840
H 5.739 1.460 -3.226
H -5.102 3.176 -2.691
H 4.288 0.146 2.469
H 0.221 0.825 -1.400
H -2.270 3.341 3.900
H 6.430 1.093 -1.142
H 10.673 3.864 -0.945
H -5.127 -4.037 -4.259
H 0.897 -2.469 7.025
H -3.156 -1.275 -7.295
H -2.162 1.528 -7.341
H 9.202 3.673 -1.280
H -4.356 3.787 2.320
H -2.939 5.671 -3.500
H 8.041 5.026 0.565
H 5.956 -0.142 1.252
H -8.842 -0.279 -1.879
H -3.866 5.366 -4.656
H 6.376 -0.276 4.786
H 0.206 1.266 -3.104
H -8.071 -3.114 -2.701
H -5.705 0.474 -6.267
H 0.676 -1.601 -3.023
H -0.856 1.924 1.420
H 9.279 1.097 1.935
H 4.908 -1.166 0.804
H 4.408 0.868 6.311
H 2.265 -3.809 4.464
H -5.732 3.092 -4.073
H -4.443 -3.344 -5.409
H 2.910 -1.458 7.185
H 0.082 2.094 2.606
H 3.095 0.152 -1.857
H 0.915 -4.428 4.145
H 1.591 3.649 4.677
H -0.924 1.134 -6.548
H 1.260 -0.813 10.497
H 5.130 -0.691 4.064
H 1.577 -0.312 -3.764
H 4.058 1.074 4.844
H -2.114 4.628 3.109
H 6.566 4.836 0.234
H 3.584 -1.273 8.542
H -6.665 -2.261 2.724
H 3.017 -1.810 -2.078
H 2.565 -1.363 11.050
H -7.330 -2.181 1.361
H -4.846 1.107 -5.183
H 0.829 -1.589 2.432

The value obtained for the orbital gap is 8.859 eV. Its net charge is -1. Its multiplicity is 1. The calculation puts the total energy at -124447.67501 eV.

No. 6
C8H68NO32S2 as an isolated structure, computed with ωB97M-V with the def2-TZVPD basis set.

Cartesian coordinates (Å):
S 3.361 -1.339 -2.647
S 0.812 -2.259 -1.991
O 0.336 -3.228 -0.944
O 2.072 2.103 8.801
O 5.313 -6.049 1.161
O -0.207 1.834 5.814
O 4.158 -0.716 -6.544
O 5.159 1.357 -0.492
O 2.802 1.800 5.727
O -2.533 2.754 -2.502
O 5.009 0.262 -1.364
O -4.789 6.273 -0.006
O -0.040 -2.481 -3.211
O -4.409 3.603 1.448
O -4.741 0.348 1.041
O 1.253 1.714 -5.412
O 0.667 -0.680 -1.525
O -1.737 0.041 -4.368
O 3.743 -5.633 -1.724
O 2.422 4.447 4.310
O 1.547 -5.841 0.097
O -4.975 0.689 -2.161
O 6.751 -1.382 0.732
O 1.327 -9.201 -0.130
O -7.629 0.532 -1.185
O -1.740 4.658 1.085
O 7.305 -1.362 -5.264
O -6.451 -1.325 2.669
O 2.801 -0.406 -3.678
O 4.694 -1.836 -3.149
O -2.441 5.514 -1.902
O 4.180 -8.830 0.548
O -6.027 -0.864 -4.616
O -5.229 -3.060 4.679
N 2.406 -2.693 -2.366
C -0.078 0.416 1.085
C -0.249 2.108 -0.942
C -1.768 1.991 2.413
C -0.871 0.835 -0.209
C 3.770 -0.416 -1.081
C -0.715 -0.355 -1.256
C 0.831 2.292 2.703
C -0.365 1.281 2.381
H 7.677 -1.322 0.482
H 0.677 3.294 2.227
H 1.659 1.266 -4.657
H -0.363 0.557 3.249
H -2.903 3.474 -1.978
H -1.871 5.543 1.446
H 1.131 -5.100 -0.359
H 5.313 -5.087 1.217
H -1.513 5.502 -2.165
H 4.420 -0.933 -5.642
H -0.633 3.072 -0.515
H -1.247 -1.229 -0.774
H -8.088 0.358 -2.014
H -1.313 -0.714 -4.796
H 6.884 -0.674 -4.738
H -5.568 -0.066 -2.236
H 1.804 1.815 2.405
H -1.975 0.950 -0.071
H 1.853 1.784 5.529
H -2.808 6.269 -2.375
H 3.963 -1.137 -0.236
H 4.663 -5.584 -2.006
H -5.511 -0.050 0.618
H -2.548 1.206 2.178
H 2.706 2.256 8.087
H -0.526 2.023 -2.023
H 4.843 -6.233 0.340
H 4.054 -8.663 1.487
H -3.476 3.613 1.177
H 0.180 1.383 6.576
H 0.880 2.088 -0.929
H 3.702 -8.115 0.118
H 0.866 2.354 3.838
H 3.663 0.104 -6.446
H -0.364 2.732 6.129
H -5.089 -0.692 -4.770
H 0.856 -9.383 -0.948
H -1.715 4.798 0.130
H 6.570 -1.794 -5.710
H -4.790 4.355 0.980
H 2.266 5.343 4.628
H -3.302 2.358 -2.935
H 2.576 2.267 9.604
H -4.735 -3.569 4.026
H -6.182 -1.716 -5.035
H -1.442 0.799 -4.884
H -7.571 1.491 -1.147
H 2.810 3.990 5.068
H 3.320 -4.887 -2.177
H -4.798 0.756 -1.213
H -1.311 -0.149 -2.203
H 1.051 2.594 -5.079
H -5.732 6.260 -0.206
H -5.112 1.070 1.564
H -5.966 -1.463 3.493
H -4.401 5.668 -0.652
H 2.469 -5.792 -0.186
H 5.629 2.013 -1.033
H 2.949 0.305 -0.820
H 1.332 -8.234 -0.074
H 3.184 1.195 5.083
H 1.014 0.564 0.834
H -1.917 2.798 1.647
H -2.040 2.384 3.432
H -5.355 -3.676 5.408
H -6.747 -2.206 2.424
H 6.335 -0.647 0.263
H -0.193 -0.691 1.265

The value obtained for the orbital gap is 7.933 eV. Its net charge is -1. Its multiplicity is 1. The calculation puts the total energy at -98077.65825 eV.

No. 7
C8H6AgI2N5O as an isolated structure, computed with ωB97M-V with the def2-TZVPD basis set.

Cartesian coordinates (Å):
I 3.000 0.555 4.816
I 1.730 0.343 2.303
Ag 0.151 -0.041 0.057
O 1.649 -0.279 -1.251
N -2.190 2.171 0.302
N 2.813 0.335 -1.195
N -1.778 0.032 1.066
N 6.104 0.897 -1.935
N 3.492 -2.359 -3.209
C -3.726 1.179 1.847
C 5.054 0.438 -1.888
C 3.783 -0.179 -1.885
C -3.246 -1.024 2.628
C -2.562 1.118 1.062
C -2.126 -1.009 1.834
C -4.063 0.107 2.635
C 3.663 -1.374 -2.649
H -3.488 -1.893 3.216
H -4.947 0.137 3.253
H -4.334 2.067 1.811
H -2.799 2.962 0.209
H -1.463 -1.864 1.800
H -1.406 2.088 -0.330

The value obtained for the orbital gap is 6.512 eV. Its energy relative to the best compared isomer or geometry (same formula, charge and spin) is 44.4 kJ/mol. Its multiplicity is 1. The calculation puts the total energy at -38089.35848 eV.

No. 8
C8H6Br3N3O3PS as an isolated structure, computed with ωB97M-V with the def2-TZVPD basis set.

Cartesian coordinates (Å):
Br -1.209 -7.947 1.303
Br -1.032 -4.976 0.137
Br -3.781 -6.578 0.007
S -1.038 -1.913 -0.162
P 0.661 4.276 -0.091
O -2.277 2.878 1.224
O -2.515 2.866 -0.999
O 1.433 4.890 -1.208
N 0.530 -1.617 -0.387
N -1.655 -0.436 -0.049
N 3.093 -0.262 -0.695
C 0.563 2.477 -0.196
C 1.816 1.804 -0.384
C 1.844 0.451 -0.478
C -0.625 1.821 -0.101
C 0.630 -0.284 -0.348
C -0.615 0.395 -0.157
C -1.937 2.583 0.064
C -2.148 -6.290 0.987
H -0.644 4.782 0.019
H 3.670 0.319 -1.294
H 3.578 -0.245 0.198
H -2.425 -5.895 1.954
H 1.363 4.507 1.119
H 2.719 2.395 -0.465

The value obtained for the orbital gap is 6.390 eV. Its net charge is -1. Its multiplicity is 1. The calculation puts the total energy at -249259.06230 eV.

No. 9
C8H6Cl2FeLuN2O3 as an isolated structure, computed with ωB97M-V with the def2-TZVPD basis set.

Cartesian coordinates (Å):
Lu 0.142 1.579 -0.983
Fe 0.651 -0.823 -4.506
Cl -0.202 -1.494 -2.619
Cl -1.275 3.442 -1.343
O 1.128 2.049 -4.716
O 3.228 2.802 -0.257
O 1.765 -2.022 -6.935
N -0.079 0.330 0.769
N -1.427 -1.465 4.223
C -0.022 -1.519 2.280
C -1.033 0.965 1.522
C 1.382 -1.292 -6.109
C -0.971 -0.862 3.086
C 2.236 2.293 -0.542
C -1.476 0.407 2.708
C 0.388 -0.931 1.096
C 0.925 0.937 -4.383
H 1.052 -1.386 0.377
H -1.065 -2.355 4.512
H -2.220 0.934 3.314
H 0.379 -2.508 2.556
H -1.406 1.922 1.116
H -2.099 -1.005 4.834

The value obtained for the orbital gap (alpha / beta) is 8.758 / 6.544 eV. As for the expectation value of S²: 8.825. Its energy relative to the best compared isomer or geometry (same formula, charge and spin) is 0.0 kJ/mol. Its net charge is +4. Its multiplicity is 6. The calculation puts the total energy at -110521.36646 eV.

No. 10
C8H6Cl2N2O3Sc2 as an isolated structure, computed with ωB97M-V with the def2-TZVPD basis set.

Cartesian coordinates (Å):
Sc 0.027 -1.571 -1.099
Sc 4.845 -0.031 -1.506
Cl 1.339 -3.213 -0.201
Cl 3.570 1.749 -0.860
O 4.941 0.091 -4.728
O 4.107 -3.094 -2.734
O -1.936 -4.069 -0.679
N -3.064 2.444 2.598
N -0.848 -0.164 0.167
C -1.080 1.135 -0.203
C -1.823 2.027 0.563
C -1.584 -2.987 -0.931
C -2.295 1.613 1.848
C -1.937 0.319 2.281
C 5.277 -0.075 -3.606
C 4.293 -2.091 -2.169
C -1.219 -0.519 1.435
H -3.321 3.358 2.262
H -2.259 -0.014 3.270
H -0.651 1.432 -1.154
H -0.915 -1.512 1.747
H -3.400 2.136 3.503
H -2.066 3.033 0.196

The value obtained for the orbital gap (alpha / beta) is 3.103 / 3.104 eV. Its net charge is +4. Its multiplicity is 1. The calculation puts the total energy at -83916.89066 eV.

No. 11
A 2-piece molecular cluster, C8H6Cl3NO2 overall, computed with ωB97M-V with the def2-TZVPD basis set.

Cartesian coordinates (Å):
Cl -3.179 -0.676 0.579
Cl -2.895 0.524 3.170
Cl 1.740 2.507 -0.904
O 1.148 1.178 1.860
O -0.169 0.844 3.526
N 0.109 0.769 2.355
C 0.709 -1.246 0.099
C -0.031 0.045 -2.237
C 0.928 -0.953 -2.274
C -0.623 0.404 -1.040
C 1.291 -1.601 -1.105
C -2.131 0.031 1.732
C -0.246 -0.235 0.137
C -0.820 0.171 1.444
H -0.314 0.557 -3.146
H 2.038 -2.383 -1.125
H 0.991 -1.756 1.007
H 1.407 1.838 0.147
H -1.349 1.201 -1.014
H 1.396 -1.219 -3.209

The value obtained for the orbital gap is 8.566 eV. Its energy relative to the best compared isomer or geometry (same formula, charge and spin) is 0.0 kJ/mol. Its multiplicity is 1. The calculation puts the total energy at -51542.34493 eV.

No. 12
One molecule with the formula C8H6Cl4O2, computed with ωB97M-V with the def2-TZVPD basis set.

Cartesian coordinates (Å):
Cl 3.705 -1.277 -1.379
Cl 0.628 0.482 -1.352
Cl -1.983 -1.619 1.397
Cl 5.148 0.595 0.407
O -1.625 0.947 0.066
O 3.328 1.381 2.161
C -0.643 -1.187 0.371
C -1.721 2.163 -0.719
C 0.238 -2.317 0.283
C 3.574 0.630 1.268
C -0.645 0.049 -0.211
C 1.557 -2.385 0.041
C 2.534 -1.316 -0.091
C 2.727 -0.556 1.007
H -1.229 2.895 -0.047
H -2.737 2.262 -0.775
H -1.317 1.910 -1.622
H 2.077 -0.742 1.840
H 2.090 -3.433 -0.058
H -0.209 -3.181 0.462

The value obtained for the orbital gap is 8.023 eV. Its energy relative to the best compared isomer or geometry (same formula, charge and spin) is 0.0 kJ/mol. Its multiplicity is 1. The calculation puts the total energy at -62574.85710 eV.